ORCA calculation (wB97M-V/def2-TZVPD) on a structure of composition C22H19BIrN9.

Properties
**HOMO (alpha / beta)**: -17.0588 / -17.2727 eV
**Total charge**: +3
**Relative energy (zero: lowest compared OMol25 entry of this formula, charge and spin)**: 1.9 kcal/mol
**Total energy**: -40017.8622 eV
**Molecular weight**: 612.49 g/mol
**Spin multiplicity**: 6
**LUMO (alpha / beta)**: -9.5576 / -13.4896 eV
**Largest force on an atom**: 0.6 eV/A

Geometry (Å):
Ir1 -0.271607 0.371622 -0.206823
C1 3.879339 -0.441509 -1.109948
C2 2.807090 0.422807 -1.184322
N1 1.726087 -0.148735 -0.616974
N2 2.098503 -1.382020 -0.168008
C3 3.385878 -1.569466 -0.459347
B1 1.120124 -2.302405 0.639897
N3 -0.140021 -2.593147 -0.212873
C4 -0.681096 -3.765515 -0.562487
C5 -1.844717 -3.530811 -1.280694
C6 -1.952830 -2.152024 -1.341530
N4 -0.921519 -1.591298 -0.689275
N5 0.685610 -1.509668 1.896603
C7 0.870847 -1.739815 3.192542
C8 0.408135 -0.637694 3.922862
C9 -0.040370 0.249222 2.978344
N6 0.116786 -0.284743 1.736447
H1 4.884286 -0.278288 -1.458148
H2 2.750427 1.418986 -1.592545
H3 3.877107 -2.490151 -0.186892
H4 1.667289 -3.313868 0.938603
H5 -0.201369 -4.689899 -0.283277
H6 -2.518886 -4.263517 -1.688279
H7 -2.715234 -1.539122 -1.795439
H8 1.327621 -2.657614 3.528774
H9 0.411819 -0.519911 4.992612
H10 -0.468310 1.231274 3.098960
N7 -0.369765 0.847881 -2.808445
C10 -0.311184 0.703286 -3.945566
C11 -0.243579 0.567388 -5.386371
C12 0.447856 -0.482497 -5.972559
C13 0.513627 -0.602397 -7.413369
C14 -0.098833 0.323082 -8.235824
C15 -0.790409 1.365768 -7.650121
C16 -0.863226 1.498291 -6.210772
H11 0.951132 -1.226761 -5.367902
H12 1.057805 -1.442955 -7.827085
H13 -0.044387 0.230144 -9.312206
H14 -1.296713 2.109917 -8.253419
H15 -1.408122 2.338171 -5.797355
N8 -4.596272 6.397495 0.695324
C17 -3.932338 5.471559 0.557272
C18 -3.101380 4.316198 0.384113
C19 -3.495365 3.079142 0.889428
C20 -2.666022 1.996024 0.701912
N9 -1.501314 2.089998 0.028787
C21 -1.122347 3.286663 -0.457801
C22 -1.887563 4.418008 -0.295106
H16 -4.426377 2.966560 1.426966
H17 -2.923835 1.021885 1.098550
H18 -0.176860 3.320605 -0.983227
H19 -1.548756 5.366529 -0.687144

Cartesian forces (eV/Å) of the 3 atoms listed first:
0.33 -0.25 -0.44
0.02 0.02 -0.02
0.01 -0.02 0.01

Charges in e, computed with natural (NBO), in the same order as the atoms:
1. Ir 1.59
2. C -0.31
3. C 0.01
4. N -0.42
5. N -0.30
6. C 0.08
7. B 0.51
8. N -0.32
9. C 0.07
10. C -0.31
11. C 0.00
12. N -0.40
13. N -0.31
14. C 0.11
15. C -0.29
16. C 0.01
17. N -0.38
18. H 0.28
19. H 0.24
20. H 0.26
21. H 0.02
22. H 0.26
23. H 0.27
24. H 0.24
25. H 0.26
26. H 0.28
27. H 0.24
28. N -0.35
29. C 0.35
30. C -0.17
31. C 0.02
32. C 0.01
33. C -0.22
34. C 0.01
35. C 0.03
36. H 0.26
37. H 0.27
38. H 0.29
39. H 0.28
40. H 0.26
41. N -0.12
42. C 0.19
43. C -0.03
44. C -0.19
45. C 0.07
46. N -0.56
47. C 0.06
48. C -0.18
49. H 0.28
50. H 0.23
51. H 0.22
52. H 0.27



ORCA calculation (wB97M-V/def2-TZVPD) on a structure of composition C22H19Br2N2O7PS.

Properties
**HOMO**: -8.4551 eV
**Total energy**: -200639.8202 eV
**Molecular weight**: 646.25 g/mol
**LUMO**: -1.6252 eV
**Largest force on an atom**: 3.4 eV/A

Geometry (Å):
O1 6.172122 -1.933714 0.865338
C1 7.441022 -2.505957 0.449306
C2 7.501733 -4.050141 0.765414
C3 6.495454 -4.925330 -0.103503
C4 5.332462 -5.583611 0.786006
C5 4.176152 -4.562622 0.981841
C6 3.908174 -3.798757 2.173375
O2 4.773193 -4.008715 3.266112
C7 2.782548 -2.784558 2.331984
Br1 2.587922 -1.883300 4.035565
C8 1.867689 -2.504450 1.218624
P1 0.447576 -1.283074 1.258489
O3 0.232270 -0.871927 -0.382104
Br2 1.041596 0.660610 2.238844
C9 2.125479 -3.331105 -0.032551
N1 1.429611 -3.331525 -1.218667
S1 2.104148 -4.369874 -2.324480
N2 3.371576 -4.997142 -1.403292
C10 3.245047 -4.350718 -0.196112
H1 6.222987 -1.743400 1.821560
H2 7.528702 -2.321150 -0.655090
H3 8.246222 -1.980690 1.045812
H4 8.559037 -4.432828 0.624022
H5 7.249301 -4.269934 1.849165
H6 6.034153 -4.339343 -0.949216
H7 7.090812 -5.809266 -0.486188
H8 5.794998 -5.955129 1.736641
H9 4.916556 -6.431572 0.166801
H10 4.526697 -4.850530 3.696597
H11 1.113559 -0.932149 -0.813101
C11 -4.135935 3.375539 -0.558117
C12 -3.493023 3.079878 0.569917
C13 -2.305032 2.195828 0.568119
O4 -1.719743 1.924906 1.598389
C14 -1.859004 1.654991 -0.736297
C15 -2.502993 1.951259 -1.864382
C16 -3.690180 2.834805 -1.861462
O5 -4.277912 3.107560 -2.890989
H12 -5.003205 4.016689 -0.575012
H13 -3.805740 3.467458 1.531575
H14 -0.989250 1.011358 -0.719622
H15 -2.191264 1.563988 -2.826495
C17 -7.927380 4.830217 -1.830492
C18 -8.568339 5.728347 -2.576314
C19 -8.886826 7.075733 -2.051493
O6 -9.472635 7.894407 -2.729426
C20 -8.463697 7.386362 -0.666448
C21 -7.822791 6.488058 0.078934
C22 -7.504996 5.141333 -0.446504
O7 -6.917688 4.320764 0.232883
H16 -7.686500 3.840268 -2.197312
H17 -8.883771 5.518094 -3.590450
H18 -8.704009 8.376191 -0.299412
H19 -7.506885 6.697870 1.093219

Cartesian forces (eV/Å) of the 3 atoms listed first:
0.61 -0.17 0.09
-0.07 -0.43 1.09
-0.25 -0.21 -0.10

Charges in e, computed with natural (NBO), in the same order as the atoms:
1. O -0.74
2. C -0.06
3. C -0.44
4. C -0.39
5. C -0.44
6. C -0.04
7. C 0.34
8. O -0.72
9. C -0.10
10. Br 0.12
11. C -0.47
12. P 1.06
13. O -0.96
14. Br -0.22
15. C 0.19
16. N -0.63
17. S 0.87
18. N -0.59
19. C 0.10
20. H 0.47
21. H 0.18
22. H 0.17
23. H 0.21
24. H 0.21
25. H 0.22
26. H 0.21
27. H 0.22
28. H 0.24
29. H 0.49
30. H 0.50
31. C -0.23
32. C -0.22
33. C 0.47
34. O -0.49
35. C -0.23
36. C -0.23
37. C 0.48
38. O -0.51
39. H 0.24
40. H 0.23
41. H 0.25
42. H 0.23
43. C -0.22
44. C -0.23
45. C 0.47
46. O -0.48
47. C -0.23
48. C -0.22
49. C 0.48
50. O -0.51
51. H 0.24
52. H 0.24
53. H 0.23
54. H 0.23



ORCA calculation (wB97M-V/def2-TZVPD) on a cluster of 2 separate species, C22H19F3O3S in total.

Properties
**HOMO**: -5.8578 eV
**Relative energy (zero: lowest compared OMol25 entry of this formula, charge and spin)**: 0.0 kcal/mol
**Total energy**: -48248.2513 eV
**Molecular weight**: 420.45 g/mol
**LUMO**: -2.7977 eV
**Largest force on an atom**: 1.1 eV/A

Geometry (Å):
C1 2.654259 0.329664 -3.193767
O1 1.272675 0.717636 -2.999684
C2 0.332054 -0.178224 -2.867503
C3 -1.034815 0.201409 -3.011370
C4 -1.970039 -0.854033 -3.132600
C5 -3.326617 -0.569770 -3.235591
C6 -3.764758 0.766286 -3.266979
C7 -2.825151 1.818072 -3.251837
C8 -1.462931 1.556329 -3.146679
H1 3.209250 1.271183 -3.260634
H2 3.005526 -0.259192 -2.335070
H3 2.776673 -0.237892 -4.126448
H4 0.615941 -1.237043 -2.794795
H5 -1.582061 -1.872356 -3.175255
H6 -4.050577 -1.386090 -3.277796
H7 -4.837117 0.989676 -3.302160
H8 -3.172591 2.853156 -3.310628
H9 -0.706457 2.343104 -3.198363
F1 -3.150573 -5.217088 1.922721
C9 -3.624051 -4.016786 2.384794
F2 -4.761939 -3.736584 1.683894
F3 -3.982911 -4.208784 3.694581
C10 -2.598831 -2.930122 2.253291
C11 -2.980633 -1.606745 2.027828
C12 -2.004501 -0.642891 1.830064
C13 -0.610495 -0.978769 1.813405
C14 0.347558 -0.005105 1.459376
S1 2.057279 -0.237569 1.687210
C15 2.774975 1.427393 1.678178
C16 3.149559 1.965019 0.448271
C17 3.840551 3.179946 0.397607
C18 4.127946 3.881255 1.577370
C19 3.722355 3.348294 2.810507
C20 3.053475 2.118414 2.867229
O2 2.346123 -0.670666 3.036951
O3 2.678948 -0.952467 0.583764
C21 -0.274851 -2.318677 2.185806
C22 -1.255538 -3.274555 2.367048
H10 -4.037407 -1.357588 1.985212
H11 -2.293438 0.404573 1.701277
H12 0.080858 1.050179 1.495922
H13 2.922962 1.418825 -0.465154
H14 4.167385 3.572205 -0.567869
H15 4.669628 4.835531 1.531823
H16 3.946301 3.895182 3.730313
H17 2.771150 1.705080 3.834323
H18 0.762443 -2.597381 2.355205
H19 -0.977582 -4.302023 2.576219

Cartesian forces (eV/Å) of the 3 atoms listed first:
0.44 -0.23 0.31
-0.80 -0.51 -0.05
0.51 0.72 -0.48

Charges in e, computed with natural (NBO), in the same order as the atoms:
1. C -0.27
2. O -0.42
3. C 0.42
4. C -0.20
5. C -0.11
6. C -0.22
7. C -0.13
8. C -0.22
9. C -0.12
10. H 0.22
11. H 0.24
12. H 0.20
13. H 0.21
14. H 0.23
15. H 0.24
16. H 0.23
17. H 0.23
18. H 0.24
19. F -0.34
20. C 0.98
21. F -0.34
22. F -0.34
23. C -0.23
24. C -0.19
25. C -0.20
26. C -0.02
27. C -0.75
28. S 2.16
29. C -0.32
30. C -0.20
31. C -0.21
32. C -0.21
33. C -0.23
34. C -0.13
35. O -0.97
36. O -0.98
37. C -0.26
38. C -0.16
39. H 0.22
40. H 0.19
41. H 0.23
42. H 0.21
43. H 0.21
44. H 0.22
45. H 0.22
46. H 0.24
47. H 0.23
48. H 0.22



ORCA calculation (wB97M-V/def2-TZVPD) on the molecule C22H19FN4O3S.

Properties
**SMILES**: Cn1nc(-c2ccccc2F)c2cc(C(=O)N3CCN(C(=O)c4ccco4)CC3)sc21
**HOMO**: -8.0928 eV
**Relative energy (zero: lowest compared OMol25 entry of this formula, charge and spin)**: 12.3 kcal/mol
**Total energy**: -48777.4786 eV
**Molecular weight**: 438.48 g/mol
**LUMO**: 0.4865 eV
**Largest force on an atom**: 1.4 eV/A

Geometry (Å):
C1 3.777696 -1.899161 1.261022
N1 2.416320 -2.084738 0.856567
N2 1.974218 -3.275425 0.444742
C2 0.694046 -3.162619 0.119890
C3 -0.084190 -4.284870 -0.373145
C4 -1.197375 -4.075247 -1.187234
C5 -1.946668 -5.133633 -1.663209
C6 -1.601859 -6.434861 -1.336396
C7 -0.502728 -6.672682 -0.529954
C8 0.240630 -5.606212 -0.060966
F1 1.287753 -5.874378 0.740052
C9 0.269757 -1.821206 0.327944
C10 -0.823440 -0.926992 0.266701
C11 -0.475133 0.329305 0.670875
C12 -1.292694 1.533786 0.844721
O1 -1.087003 2.308384 1.765060
N3 -2.342951 1.711047 -0.023194
C13 -2.277213 1.315672 -1.415636
C14 -1.974740 2.573285 -2.269287
N4 -1.321788 3.555741 -1.425845
C15 0.001819 3.313711 -1.168394
O2 0.602426 2.419151 -1.746654
C16 0.722735 4.185763 -0.235314
C17 1.952576 3.932788 0.321128
C18 2.260655 5.047913 1.125189
C19 1.207675 5.902667 0.994275
O3 0.275838 5.394978 0.178707
C20 -2.247358 4.113282 -0.462646
C21 -3.075715 2.951785 0.145003
S1 1.198073 0.478184 1.183372
C22 1.423881 -1.180032 0.805790
H1 3.818095 -1.476043 2.266100
H2 4.293803 -1.227329 0.571949
H3 4.257678 -2.875147 1.250184
H4 -1.457615 -3.064527 -1.460365
H5 -2.801477 -4.944131 -2.294872
H6 -2.185349 -7.263415 -1.707432
H7 -0.212453 -7.675018 -0.256139
H8 -1.824944 -1.196425 -0.016725
H9 -3.229343 0.863914 -1.711881
H10 -1.475746 0.590981 -1.546480
H11 -1.305802 2.318332 -3.090938
H12 -2.887711 3.022714 -2.664374
H13 2.539197 3.051437 0.167021
H14 3.140215 5.194795 1.717075
H15 1.011818 6.869120 1.416178
H16 -2.900703 4.831638 -0.967812
H17 -1.700481 4.625520 0.323300
H18 -3.233985 3.117055 1.210506
H19 -4.040321 2.840037 -0.354314

Cartesian forces (eV/Å) of the 3 atoms listed first:
0.36 0.07 0.07
-0.56 0.41 -0.04
0.03 -0.83 -0.26

Charges in e, computed with natural (NBO), in the same order as the atoms:
1. C -0.41
2. N -0.17
3. N -0.23
4. C 0.11
5. C -0.07
6. C -0.19
7. C -0.23
8. C -0.19
9. C -0.28
10. C 0.41
11. F -0.31
12. C -0.18
13. C -0.18
14. C -0.29
15. C 0.64
16. O -0.62
17. N -0.43
18. C -0.24
19. C -0.24
20. N -0.42
21. C 0.64
22. O -0.62
23. C 0.15
24. C -0.23
25. C -0.32
26. C 0.12
27. O -0.39
28. C -0.24
29. C -0.24
30. S 0.46
31. C -0.02
32. H 0.21
33. H 0.21
34. H 0.24
35. H 0.21
36. H 0.21
37. H 0.22
38. H 0.23
39. H 0.23
40. H 0.20
41. H 0.24
42. H 0.25
43. H 0.20
44. H 0.24
45. H 0.23
46. H 0.20
47. H 0.20
48. H 0.24
49. H 0.24
50. H 0.20